This record from the Open Molecules 2025 dataset describes the molecule C5H11NOS in a non-equilibrium geometry. The level of theory is wB97M-V/def2-TZVPD.

Charge: 0
ΔE to the lowest compared entry with this formula, charge and spin, kJ/mol: 259.2
Highest occupied orbital energy, eV: -9.02

Geometry (Å):
C: -0.352 0.060 -1.960
N: -0.728 0.034 -0.478
C: -1.934 -0.753 -0.027
C: -0.186 1.236 0.161
O: -0.274 2.349 -0.312
C: 0.873 0.959 1.296
C: 1.915 -0.067 0.884
S: 1.654 -1.678 1.593
H: 0.663 0.384 -2.031
H: -0.578 -0.917 -2.402
H: -1.028 0.803 -2.526
H: -2.919 -0.547 -0.558
H: -2.144 -0.792 1.018
H: -1.724 -1.868 -0.164
H: 1.267 1.878 1.546
H: 0.324 0.653 2.094
H: 2.974 0.207 0.890
H: 1.857 -0.077 -0.264
H: 0.341 -1.865 1.239

***

This record from the Open Molecules 2025 dataset describes a structure of composition C37H35ClN2S2Si2V in a non-equilibrium geometry. The level of theory is wB97M-V/def2-TZVPD.

Multiplicity: 4
Charge: 0
<S²>: 3.76
Highest occupied orbital energy (spin up / spin down), eV: -5.15 / -5.17

Geometry (Å):
C: 0.233 1.650 -0.017
C: 1.211 1.039 -0.852
C: 0.542 0.501 -1.995
H: 2.291 1.075 -0.712
C: -0.857 0.766 -1.858
C: -1.041 1.488 -0.636
H: -1.974 1.932 -0.299
H: 0.433 2.236 0.880
H: 1.016 0.080 -2.872
H: -1.615 0.574 -2.614
V: -0.188 -0.375 -0.282
Si: 0.748 -5.301 -4.030
C: 1.954 -6.680 -3.745
C: 1.526 -7.971 -3.408
H: 0.480 -8.138 -3.140
C: 2.436 -9.029 -3.442
H: 2.099 -10.036 -3.215
C: 3.773 -8.810 -3.788
H: 4.472 -9.645 -3.856
C: 4.209 -7.508 -4.051
H: 5.254 -7.315 -4.301
C: 3.311 -6.439 -4.014
H: 3.651 -5.412 -4.206
C: -0.537 -5.967 -5.185
C: -0.002 -6.526 -6.363
H: 1.084 -6.547 -6.519
C: -0.849 -7.044 -7.344
H: -0.415 -7.473 -8.250
C: -2.235 -7.011 -7.166
H: -2.889 -7.420 -7.935
C: -2.770 -6.460 -5.997
H: -3.854 -6.451 -5.856
C: -1.930 -5.921 -5.007
H: -2.351 -5.481 -4.098
H: 1.504 -4.392 -4.929
Si: 0.485 -3.604 -2.301
C: -0.378 -2.454 -3.532
C: 0.287 -1.817 -4.603
H: 1.377 -1.792 -4.641
C: -0.446 -1.271 -5.666
H: 0.085 -0.804 -6.503
C: -1.843 -1.292 -5.652
H: -2.417 -0.874 -6.495
C: -2.502 -1.774 -4.512
H: -3.586 -1.694 -4.434
C: -1.779 -2.347 -3.463
H: -2.316 -2.759 -2.611
C: 2.286 -3.308 -1.940
C: 2.959 -2.188 -2.455
H: 2.397 -1.339 -2.853
C: 4.354 -2.176 -2.514
H: 4.868 -1.302 -2.921
C: 5.098 -3.278 -2.072
H: 6.188 -3.303 -2.195
C: 4.435 -4.316 -1.411
H: 5.009 -5.146 -0.983
C: 3.046 -4.293 -1.280
H: 2.545 -5.094 -0.720
H: 0.001 -4.965 -2.016
Cl: -0.449 -2.923 -0.381
C: 3.146 -0.906 1.136
C: 2.003 -0.728 2.057
N: 0.729 -0.718 1.656
C: -0.172 -0.672 2.735
C: 0.465 -0.634 3.960
S: 2.180 -0.661 3.787
C: -1.577 -0.652 2.405
C: -2.701 -0.656 3.207
S: -4.151 -0.590 2.266
C: -3.204 -0.588 0.809
N: -1.893 -0.611 1.037
C: -3.823 -0.643 -0.534
H: 3.404 0.057 0.664
H: 4.006 -1.238 1.735
H: 2.936 -1.652 0.351
H: -0.061 -0.572 4.903
H: -2.659 -0.665 4.287
H: -4.595 -1.427 -0.525
H: -4.311 0.323 -0.737
H: -3.102 -0.860 -1.336

***

This record from the Open Molecules 2025 dataset describes a cluster of 11 separate species, C34H63N5O6 in total in a non-equilibrium geometry. The level of theory is wB97M-V/def2-TZVPD.

Charge: 0
Highest occupied orbital energy, eV: -9.53

Geometry (Å):
C: -7.610 2.904 1.468
C: -7.518 2.164 2.786
C: -6.274 2.747 3.459
O: -5.410 2.888 2.312
C: -6.178 3.242 1.133
H: -8.126 3.861 1.387
H: -7.955 2.289 0.637
H: -7.477 1.089 2.612
H: -8.394 2.318 3.416
H: -6.000 2.065 4.263
H: -6.412 3.677 4.010
H: -5.878 2.707 0.231
H: -6.033 4.279 0.833
C: 7.860 -6.969 1.073
C: 6.782 -6.245 2.041
C: 5.862 -5.583 1.066
O: 6.606 -5.518 -0.158
C: 7.309 -6.756 -0.343
H: 7.931 -8.042 1.254
H: 8.861 -6.557 1.201
H: 7.296 -5.510 2.661
H: 6.361 -6.858 2.838
H: 5.632 -4.568 1.389
H: 4.876 -6.040 1.159
H: 8.076 -6.519 -1.081
H: 6.563 -7.453 -0.723
C: 0.140 5.369 2.471
C: -0.002 4.508 1.205
C: 0.554 5.460 0.175
O: 1.172 6.524 0.892
C: 0.371 6.776 1.946
H: 1.111 5.088 2.879
H: -0.714 5.243 3.137
H: -0.940 4.212 0.736
H: 0.621 3.624 1.337
H: -0.216 5.890 -0.467
H: 1.317 4.974 -0.433
H: -0.466 7.330 1.522
H: 0.672 7.357 2.817
C: 6.132 2.269 4.583
C: 5.435 1.665 3.369
C: 5.991 2.415 2.155
O: 6.255 3.608 2.765
C: 6.143 3.706 4.189
H: 7.191 2.035 4.695
H: 5.554 2.112 5.494
H: 4.389 1.839 3.618
H: 5.585 0.586 3.409
H: 5.218 2.317 1.392
H: 6.901 2.011 1.712
H: 5.204 4.156 4.512
H: 6.981 4.260 4.612
C: -8.748 -3.445 -3.240
C: -8.354 -2.220 -2.445
C: -7.254 -2.627 -1.481
O: -6.817 -3.769 -2.205
C: -7.417 -4.017 -3.521
H: -9.143 -3.299 -4.245
H: -9.336 -4.100 -2.597
H: -9.150 -1.674 -1.939
H: -8.045 -1.435 -3.135
H: -7.643 -2.955 -0.517
H: -6.452 -1.898 -1.365
H: -7.227 -5.023 -3.893
H: -6.799 -3.364 -4.137
C: -1.059 -0.281 -1.305
C: 0.456 -0.170 -1.294
C: 0.756 -0.859 -0.064
O: -0.288 -0.559 0.814
C: -1.475 -0.508 0.094
H: -1.408 -1.150 -1.863
H: -1.442 0.677 -1.656
H: 0.912 0.812 -1.170
H: 0.958 -0.767 -2.055
H: 1.736 -0.659 0.370
H: 0.758 -1.937 -0.227
H: -1.974 0.399 0.435
H: -2.060 -1.411 0.272
C: 1.767 -7.403 -2.216
C: 1.286 -8.718 -1.627
N: 0.884 -9.679 -1.111
H: 2.011 -7.555 -3.268
H: 2.795 -7.243 -1.891
H: 1.232 -6.473 -2.022
C: 6.576 -0.914 -3.389
C: 7.606 0.124 -3.798
N: 8.481 0.868 -4.071
H: 7.118 -1.646 -2.792
H: 6.073 -1.263 -4.291
H: 5.909 -0.393 -2.702
C: -4.311 7.385 -4.930
C: -3.990 6.105 -4.327
N: -3.757 5.113 -3.824
H: -3.336 7.741 -5.262
H: -4.803 8.072 -4.242
H: -4.987 7.241 -5.772
C: -1.616 0.629 -6.337
C: -1.733 0.765 -7.812
N: -1.813 0.950 -8.966
H: -2.633 0.714 -5.953
H: -0.906 1.221 -5.760
H: -1.169 -0.360 -6.230
C: 1.090 -1.131 6.246
C: 2.142 -1.649 7.180
N: 2.946 -2.070 7.923
H: 0.649 -2.036 5.828
H: 1.363 -0.511 5.392
H: 0.291 -0.588 6.751

***

This record from the Open Molecules 2025 dataset describes a structure of composition C2H2Cl3NO in a non-equilibrium geometry. The level of theory is wB97M-V/def2-TZVPD.

Charge: 0
ΔE to the lowest compared entry with this formula, charge and spin, kJ/mol: 488.6
Highest occupied orbital energy, eV: -9.17

Geometry (Å):
C: 0.971 -0.406 -0.325
C: -3.224 0.010 -0.780
N: 1.353 0.769 -0.490
O: 2.317 1.133 0.392
Cl: 1.503 -1.509 1.139
Cl: -2.662 1.524 -0.698
Cl: -2.923 -0.932 0.514
H: 0.306 -1.059 -0.903
H: 2.358 0.471 1.151